Density functional theory data (wB97M-V/def2-TZVPD) for the molecule C6H12N2Si at a distorted geometry.

```
21
Properties=species:S:1:pos:R:3:forces:R:3
C -0.066264 0.983498 -0.150647 0.6 1.5 -0.6
C -0.967367 -0.098969 -0.174674 -1.3 -1.6 1.6
C 2.342043 0.358308 -0.306871 -0.9 -0.2 0.3
C -0.469656 2.471229 -0.169466 -0.6 -0.2 1.9
C -2.345318 0.339965 0.463827 0.5 -1.1 -3.9
C -1.285430 -2.471349 -0.266087 -2.2 2.1 2.0
N 1.212989 0.656711 -0.236466 -1.0 1.2 0.1
N -0.526040 -1.266665 -0.484524 -0.1 0.6 -0.1
Si 3.807514 -0.629010 0.045088 -1.4 -0.1 1.0
H 0.499600 2.901655 -0.076805 0.6 1.2 -0.4
H -1.030538 2.826694 -1.066974 0.6 -0.4 0.6
H -1.037104 2.868677 0.801566 1.0 -1.1 -2.0
H -3.186446 -0.372262 0.195017 0.9 1.2 0.1
H -2.288857 0.429716 1.490948 0.3 0.1 2.2
H -2.359774 1.363958 0.032990 -1.4 -0.8 0.4
H -2.157626 -2.527348 -0.931532 0.3 -0.3 -0.2
H -0.611107 -3.267826 -0.393501 0.4 -1.3 0.0
H -1.771861 -2.431669 0.807185 1.0 -0.5 -1.7
H 3.060038 -1.899609 -0.148616 0.9 -0.1 -0.1
H 4.520987 -0.368858 1.277918 -0.2 -0.5 1.1
H 4.660215 0.133147 -0.708382 2.0 0.3 -2.2
```
Positions in Å, forces in eV/Å.

Computed properties:
**ΔE to the lowest compared entry with this formula, charge and spin**: 594.14 kJ/mol
**Total energy**: -634.6503 Ha
**LUMO**: 0.7 eV

Löwdin atomic charge list, values in e, 4 entries:
1. C -0.302
2. C -0.335
3. C -0.191
4. C -0.067

Density functional theory data (wB97M-V/def2-TZVPD) for the ion C6H12N3 with charge +1 at a distorted geometry.

```
21
Properties=species:S:1:pos:R:3:forces:R:3
C -0.705199 -1.758147 -0.104721 -0.1 2.2 0.9
C 1.528337 0.302092 0.963002 2.9 4.4 -2.7
C -1.855427 -0.707852 -0.022259 2.8 -1.4 1.8
C -2.507769 -0.426979 -1.314046 1.6 0.5 0.4
C -2.142551 -0.109804 1.141126 -1.1 -0.6 -1.4
C 2.787458 1.763125 -0.615266 0.5 -1.8 -0.9
N 0.446020 -1.662534 0.487641 -0.7 -1.2 -1.0
N 1.776927 0.659281 -0.318382 0.8 0.3 0.7
N 0.768746 -0.605104 1.376577 -1.9 -3.2 3.1
H -0.749488 -2.553518 -0.875513 0.0 0.3 0.7
H 2.050912 1.016701 1.634889 -0.7 -0.9 0.1
H -2.006167 -1.117145 -1.987147 -0.5 0.7 -1.0
H -2.527183 0.653677 -1.499760 0.4 -0.4 -0.6
H -3.489950 -0.690652 -1.133399 -2.3 -0.8 -0.4
H -2.899913 0.638983 0.960206 -0.2 0.4 0.9
H 1.600509 0.074418 -1.111229 -0.6 -0.6 0.1
H -1.993790 -0.517817 2.128359 0.6 0.3 0.1
H 3.401156 1.514470 -1.598628 -1.3 0.2 2.3
H 2.253799 2.689200 -0.828929 0.2 0.0 0.5
H 3.435885 1.709637 0.287867 -0.1 0.9 -1.0
H 0.827689 -0.872032 2.429612 -0.4 0.6 -2.6
```
Positions in Å, forces in eV/Å.

Computed properties:
**SMILES**: C=C(C)/C=N\[NH+]=C/NC
**ΔE to the lowest compared entry with this formula, charge and spin**: 382.37 kJ/mol
**Net charge**: +1
**Total energy**: -399.7354 Ha
**LUMO**: -3.7 eV

Löwdin atomic charge list, values in e, 4 entries:
1. C -0.026
2. C -0.151
3. C -0.329
4. C -0.045